[1]
The following is a DFT calculation (the ωB97M-V functional and the def2-TZVPD basis) of a cluster of 2 separate species, C3H4F2O2 in total at a distorted geometry.

Properties
- LUMO level (alpha / beta): 0.4 / 0.8 eV
- 2S+1: 1
- HOMO (alpha / beta): -8.13 / -7.84 eV
- Energy above the lowest of the compared OMol25 structures with the same formula, charge and spin: 389.00 kJ/mol
- F_max: 4.552 eV/A
- DFT total energy: -466.755219 Ha

XYZ file:
```
11
Properties=species:S:1:pos:R:3:forces:R:3
C 0.3883 0.0483 0.7555 -2.82 -2.06 2.92
C 1.9506 0.7796 -0.8049 -0.99 3.10 -2.22
C -2.4733 -0.7396 0.3512 1.41 1.27 -0.50
O 0.8193 -0.7478 1.5474 0.85 1.32 -1.71
O 0.6505 0.7325 -0.2721 -0.38 0.67 -0.49
F -2.8217 -0.4117 1.5744 -0.49 -0.22 0.32
F -2.4098 -2.0343 0.1401 -0.39 -0.33 -0.01
H 2.0151 0.0483 -1.5357 0.19 -1.14 -1.80
H 2.6236 0.5620 -0.0991 2.72 -0.52 2.83
H 2.0646 1.8360 -1.2047 0.12 -1.50 0.35
H -2.8072 -0.0733 -0.4521 -0.23 -0.58 0.30
```
Positions in Å, forces in eV/Å.

=====

[2]
The following is a DFT calculation (the ωB97M-V functional and the def2-TZVPD basis) of a cluster of 13 separate species, C56H146N12O24 in total at a distorted geometry.

Properties
- LUMO level: 0.1 eV
- 2S+1: 1
- HOMO: -7.99 eV
- Energy above the lowest of the compared OMol25 structures with the same formula, charge and spin: 0.00 kJ/mol
- F_max: 6.241 eV/A
- DFT total energy: -4683.418552 Ha

XYZ file:
```
238
Properties=species:S:1:pos:R:3:forces:R:3
C 23.8098 13.3550 15.2507 -1.39 1.50 -2.52
O 23.5710 14.4576 14.8086 -0.02 1.22 -0.32
N 24.2516 13.1306 16.4523 1.35 -0.92 3.22
N 23.5943 12.2500 14.5280 -0.21 -2.29 -0.83
H 24.4537 12.1647 16.6678 0.34 0.52 0.58
H 24.6450 13.9022 16.9718 -0.10 -0.39 -0.03
H 23.0576 12.2643 13.6725 0.20 0.30 0.36
H 23.6955 11.3596 14.9939 -0.15 -0.01 -0.45
C 25.0562 11.4876 26.4629 -0.77 0.18 -1.92
O 24.7295 11.8545 25.3873 -1.46 1.60 -4.10
N 24.2539 10.8854 27.2604 -3.52 -2.53 3.85
N 26.2596 11.6068 26.8767 5.80 0.36 2.27
H 23.2852 10.7635 27.0018 0.35 0.14 0.09
H 24.5389 10.6845 28.2083 -0.42 -0.04 -0.21
H 26.9644 11.8429 26.1930 -0.21 0.04 0.19
H 26.5568 11.0302 27.6508 0.26 0.26 -0.19
C 33.6980 19.2334 26.4755 0.42 0.12 -0.19
O 32.5861 19.6065 27.2297 0.10 0.79 0.87
C 32.6134 20.9370 27.7916 -1.64 -0.37 0.18
C 31.7714 20.9985 29.1013 0.93 -0.23 0.29
N 32.4655 20.6940 30.3824 0.31 1.99 -0.92
C 31.6935 21.1530 31.5444 -0.04 -2.32 -0.03
C 32.3206 20.6451 32.8678 -0.60 1.38 -0.74
O 33.2850 21.5682 33.2882 0.84 -0.73 0.33
C 34.0901 21.0610 34.3549 0.82 2.17 -0.70
H 34.6170 19.4156 27.0326 0.23 -0.54 0.28
H 33.8687 19.7863 25.5517 -0.52 0.41 -0.30
H 33.5381 18.1961 26.1814 0.32 -0.05 0.26
H 32.0915 21.5650 27.0696 -0.18 0.20 -0.12
H 33.5736 21.4370 27.9184 0.49 -0.73 0.20
H 30.8363 20.4452 29.0137 -0.05 -0.62 -0.37
H 31.3912 22.0193 29.1411 0.39 0.32 0.34
H 32.8863 19.7828 30.4949 -0.48 -0.06 -0.21
H 30.7444 20.6294 31.4302 -0.71 0.02 0.51
H 31.4330 22.2114 31.5440 0.65 0.13 -0.03
H 32.7882 19.6728 32.7131 -0.24 -0.33 0.03
H 31.5754 20.6397 33.6633 -0.43 -0.63 -0.08
H 34.8826 21.8082 34.3134 0.34 -0.07 0.59
H 34.6155 20.1201 34.1913 -0.65 -0.43 -0.18
H 33.6193 21.1686 35.3320 -0.29 -0.50 0.01
C 33.9827 21.7493 17.7305 0.17 -1.36 -1.25
O 34.6405 20.9551 16.7042 -1.00 -0.09 0.64
C 35.4471 21.6933 15.8460 1.13 0.17 0.38
C 36.3169 20.8273 14.9225 -0.70 0.31 -0.95
N 35.5733 20.2928 13.7578 -0.02 -0.45 0.47
C 36.3515 19.3736 12.8894 -0.28 1.79 1.56
C 35.5649 19.0261 11.6581 -0.03 -0.81 0.39
O 35.3679 20.1355 10.7915 0.68 0.27 0.61
C 34.8446 19.7213 9.5815 -1.22 -1.38 -1.26
H 33.3806 21.0054 18.2522 0.09 0.26 0.28
H 33.3012 22.4632 17.2680 0.10 0.28 0.03
H 34.7064 22.2259 18.3919 0.03 0.09 0.00
H 36.1062 22.2777 16.4882 0.62 0.16 0.03
H 34.9176 22.4719 15.2970 -0.51 -0.16 -0.47
H 36.8341 20.0213 15.4431 -0.48 -0.24 0.26
H 37.1407 21.4610 14.5940 0.23 0.40 -0.17
H 35.1518 21.0193 13.1970 0.15 0.27 0.08
H 36.5780 18.5582 13.5764 -0.10 -0.69 -0.64
H 37.3118 19.8411 12.6717 0.30 -0.01 -0.55
H 34.6107 18.6073 11.9777 -0.46 0.23 0.04
H 36.0481 18.1702 11.1868 0.37 0.17 -0.62
H 33.9653 19.0936 9.7264 -0.33 -0.23 0.36
H 35.4945 19.0752 8.9913 0.66 0.01 0.12
H 34.4607 20.4542 8.8720 0.53 0.90 0.66
C 23.6005 27.5605 16.3878 -0.13 -0.84 0.44
O 23.6522 26.1399 16.4091 0.33 -0.01 -0.05
C 24.6418 25.5630 17.2399 1.26 -0.15 -0.10
C 26.1064 25.7488 16.7162 -1.27 -0.39 -0.51
N 26.3320 25.0884 15.4413 1.01 -0.15 0.39
C 26.4972 23.6029 15.4362 -1.29 2.29 0.06
C 27.4446 23.0881 16.5155 -0.66 -1.15 -0.71
O 26.9336 23.0362 17.8728 0.51 -0.14 -0.35
C 26.0832 21.8944 18.1031 -0.77 1.28 -1.38
H 22.6957 27.7748 15.8190 0.25 0.38 -0.01
H 24.4960 28.0162 15.9654 -0.04 0.03 -0.29
H 23.5020 27.9135 17.4144 -0.15 0.29 0.13
H 24.4012 24.5005 17.2756 0.04 -0.04 -0.04
H 24.6364 25.9199 18.2698 -0.47 0.38 0.22
H 26.8463 25.3518 17.4113 -0.34 0.05 0.24
H 26.3118 26.8155 16.6259 0.04 0.10 -0.14
H 25.7089 25.3558 14.6927 -0.18 0.19 0.29
H 26.7980 23.5360 14.3907 0.68 -1.27 0.23
H 25.5062 23.1538 15.5011 -0.08 -0.54 0.24
H 28.3811 23.6307 16.3862 0.00 0.19 0.90
H 27.6354 22.0515 16.2377 0.36 -0.19 -0.10
H 25.1919 22.0780 17.5031 -0.42 -0.15 -0.07
H 25.7077 21.8623 19.1259 0.76 -0.04 0.08
H 26.4670 20.9616 17.6902 0.54 -0.12 0.54
C 21.6155 4.7357 12.2754 -0.47 -0.31 -1.67
O 22.1172 5.9817 12.5903 0.65 0.72 1.60
C 21.6097 6.4129 13.8586 0.51 0.71 0.32
C 22.5846 6.3284 15.0427 0.34 0.75 -0.78
N 23.8639 6.9381 14.6392 0.27 -0.65 0.74
C 24.9533 6.4880 15.5360 -0.20 -1.14 -0.09
C 24.6409 6.6011 17.0305 0.77 1.34 -1.21
O 24.7148 7.9860 17.2758 -0.64 0.84 0.93
C 24.4418 8.3111 18.6302 0.55 0.04 -0.03
H 20.5688 4.9212 12.0345 -0.55 -0.88 0.56
H 21.8458 3.9538 12.9991 -0.34 -0.01 0.18
H 22.0129 4.4416 11.3039 0.45 -0.10 0.08
H 20.6935 5.9081 14.1651 -0.19 -0.17 -0.41
H 21.3969 7.4751 13.7376 -0.12 0.03 -0.05
H 22.7376 5.3374 15.4699 -0.21 -0.45 -0.19
H 22.1366 6.9541 15.8147 -0.10 -0.07 0.20
H 24.0691 6.4856 13.7598 0.07 0.31 -0.48
H 25.9202 6.9047 15.2541 -0.22 1.00 0.37
H 25.2199 5.4493 15.3410 -0.56 -0.78 0.06
H 25.4280 6.1021 17.5958 -0.10 -0.40 0.21
H 23.6363 6.2839 17.3103 0.13 -0.59 -0.04
H 24.2724 9.3841 18.7200 0.14 -0.05 -0.13
H 25.2986 8.0168 19.2362 0.21 0.15 0.24
H 23.5880 7.8076 19.0835 -0.38 -0.23 -0.41
C 34.6460 16.5421 31.5912 0.75 0.22 0.02
O 33.2675 16.4016 31.6332 -1.47 0.00 0.25
C 32.7985 15.2508 30.9463 -0.22 -0.65 -1.12
C 31.2471 15.0181 31.0905 2.96 0.80 0.67
N 31.0943 14.7655 32.4998 -2.50 -0.65 1.16
C 29.6707 14.6153 32.9403 0.47 0.92 0.16
C 29.5406 14.8018 34.4846 0.64 -0.07 -0.92
O 29.9086 16.1053 34.9829 -0.39 -0.85 -0.30
C 29.9883 16.0682 36.4057 -0.06 0.82 -0.37
H 35.1630 15.8228 32.2264 0.02 -0.54 -0.18
H 34.9673 17.5009 31.9982 -0.50 0.26 -0.06
H 34.9986 16.4999 30.5606 0.27 -0.20 -0.13
H 33.3802 14.3778 31.2427 -0.21 -0.26 0.58
H 33.0380 15.3245 29.8855 -0.02 0.44 -0.41
H 30.9186 14.1615 30.5019 0.20 -0.08 0.03
H 30.8192 15.9209 30.6547 -0.68 0.25 0.30
H 31.4331 15.4999 33.1048 0.53 0.39 -0.48
H 29.2248 13.6764 32.6120 0.44 -0.60 0.49
H 29.0275 15.2963 32.3828 -0.10 0.78 0.22
H 30.2660 14.1135 34.9186 -0.12 -0.42 0.17
H 28.5301 14.5322 34.7917 -0.11 0.05 0.14
H 30.6353 15.2672 36.7633 0.10 -0.06 -0.02
H 29.0127 15.9981 36.8867 -0.29 -0.37 -0.15
H 30.3675 17.0419 36.7157 0.29 -0.11 -0.05
C 24.2984 19.4320 29.2528 0.48 1.56 0.73
O 23.3118 20.4579 29.4520 -0.45 -0.23 -0.74
C 23.4826 21.3199 30.5564 -0.60 0.25 1.01
C 22.1734 22.2156 30.7737 -0.35 -0.21 -0.20
N 22.2331 23.4937 31.5338 0.60 -0.11 0.27
C 21.9478 23.2901 32.9605 1.00 -0.62 -0.44
C 22.1922 24.5640 33.7853 -0.81 -0.88 -1.13
O 22.0098 24.3864 35.1445 -0.06 -0.49 2.40
C 20.7660 23.8745 35.7040 0.62 0.12 -1.57
H 24.6632 19.0115 30.1899 -0.75 -0.58 0.37
H 25.2293 19.9011 28.9342 0.05 0.10 -0.81
H 23.9399 18.6952 28.5340 -0.06 0.20 0.25
H 24.3644 21.9581 30.5004 0.10 0.24 -0.41
H 23.6579 20.6475 31.3962 -0.10 0.20 0.61
H 21.3845 21.6554 31.2757 0.13 -0.83 -0.05
H 21.7567 22.3804 29.7800 0.28 0.30 -0.14
H 21.5243 24.1588 31.2593 0.06 -0.16 -0.96
H 22.6138 22.4712 33.2326 0.24 0.16 0.66
H 20.9521 22.8687 33.0993 -0.48 0.19 0.16
H 21.5273 25.3438 33.4139 -0.33 0.28 -0.19
H 23.2048 24.9148 33.5864 0.06 -0.10 0.36
H 20.7144 24.0127 36.7840 0.37 0.56 -0.23
H 20.6451 22.8021 35.5511 0.26 -0.18 -0.22
H 19.9401 24.3518 35.1765 -0.28 0.21 0.28
C 17.0110 24.1213 21.0239 -0.24 -0.48 -0.68
O 17.9614 23.3156 20.3516 0.55 -0.68 0.06
C 18.0468 23.4408 18.9308 -0.78 0.80 0.08
C 18.9375 22.4006 18.2836 -0.30 0.17 -0.38
N 18.5057 21.0872 18.6528 0.84 -1.33 -0.02
C 19.4012 19.9306 18.3214 -0.73 0.68 1.15
C 20.3994 19.6836 19.4602 0.20 -0.22 0.58
O 19.6825 19.1964 20.5731 -0.46 -1.57 0.55
C 20.4396 18.7574 21.7173 -0.84 -0.16 -1.10
H 17.0001 23.9018 22.0915 0.74 0.12 -0.02
H 15.9969 23.8406 20.7396 -0.24 0.17 -0.52
H 17.1892 25.1748 20.8081 -0.09 0.18 0.21
H 18.3777 24.4486 18.6802 0.39 0.20 -0.03
H 17.0607 23.3794 18.4704 -0.41 -0.31 0.20
H 19.9844 22.6902 18.3739 0.47 -0.35 0.63
H 18.7633 22.3876 17.2076 -0.06 0.78 -0.24
H 18.3849 20.9721 19.6489 -0.22 0.43 0.24
H 19.9078 19.8918 17.3571 -0.12 0.82 -0.08
H 18.6570 19.1351 18.2833 0.54 -0.63 0.19
H 20.8888 20.5328 19.9370 0.35 0.92 -1.15
H 21.1877 19.0047 19.1348 0.07 -0.41 0.01
H 20.8913 19.6289 22.1913 -0.03 -0.19 0.44
H 21.1793 17.9817 21.5194 0.51 0.29 -0.68
H 19.7262 18.1704 22.2957 -0.15 0.77 0.55
C 37.2850 10.7763 20.7026 1.26 0.32 -1.16
O 36.6028 10.1894 21.7578 -0.72 -0.49 -0.25
C 36.3300 11.0857 22.8111 -0.50 -0.83 1.42
C 35.6210 10.3048 23.9811 0.32 0.05 -1.16
N 34.3054 9.7461 23.5660 1.23 1.12 -0.44
C 33.8193 8.7212 24.4286 -1.49 0.16 0.10
C 32.3837 8.2977 24.0186 1.61 -1.53 0.54
O 32.4188 7.5986 22.7491 -0.55 0.04 0.64
C 32.1198 6.1899 22.7729 0.62 0.39 -0.42
H 38.1686 11.3274 21.0246 -0.22 0.76 0.49
H 36.6885 11.3576 19.9994 -0.41 0.47 0.45
H 37.8071 10.1032 20.0226 -0.55 -1.14 0.34
H 35.6741 11.9268 22.5866 -0.04 0.06 -0.72
H 37.3053 11.4681 23.1123 -0.04 0.29 0.56
H 35.5063 10.9749 24.8330 -0.24 0.18 -0.07
H 36.3123 9.5335 24.3206 0.12 -0.40 -0.02
H 34.4334 9.2917 22.6732 0.10 0.24 -0.43
H 33.6993 9.1215 25.4354 0.28 -0.03 0.26
H 34.4842 7.8575 24.4344 0.01 -0.38 0.26
H 31.6940 9.1365 24.1127 -0.02 0.06 -0.85
H 32.1121 7.6014 24.8120 -0.39 -0.30 -0.02
H 32.8366 5.5636 23.3038 0.23 0.41 0.74
H 32.2818 5.8264 21.7582 -0.51 0.31 -0.22
H 31.1180 5.9442 23.1254 -0.12 0.25 -0.05
C 31.0045 9.6043 17.0279 1.70 -0.24 1.64
C 32.4320 9.6799 16.3128 -1.78 1.18 -0.03
O 32.3850 9.1816 15.0075 0.13 -1.15 -0.60
O 29.9407 10.4217 16.6105 0.37 0.54 -1.23
H 31.2050 9.8639 18.0674 0.34 0.29 0.34
H 30.7263 8.5575 17.1499 -0.08 -0.26 -0.78
H 33.1718 9.1969 16.9511 -0.30 -0.72 -0.21
H 32.8735 10.6638 16.1543 -0.57 0.71 0.93
H 31.9407 9.8493 14.4799 -0.05 -0.08 -0.10
H 29.0820 10.0571 16.8370 0.24 -0.29 0.04
C 32.3634 16.1600 16.5295 -0.56 -0.77 -1.51
C 31.7450 16.1634 15.0640 0.98 0.91 -0.11
O 31.6484 17.5136 14.5245 -0.08 -0.69 0.61
O 33.7490 16.5729 16.5781 -1.59 0.05 -0.32
H 32.3666 15.1458 16.9290 -0.13 -0.01 -0.09
H 31.6606 16.7538 17.1138 0.43 0.37 0.38
H 30.7387 15.7718 14.9151 -0.08 -0.02 0.90
H 32.3420 15.5692 14.3723 0.46 -0.10 0.15
H 32.5145 17.9269 14.5474 0.17 0.02 -0.14
H 33.7301 17.4734 16.2461 0.46 0.36 0.13
C 29.1414 15.4914 22.5598 -1.25 -0.61 0.94
C 29.8919 14.1855 22.5470 2.29 0.14 1.32
O 30.2638 13.7997 23.9179 -0.80 0.13 -0.75
O 27.8885 15.2848 21.8996 0.27 1.04 -0.71
H 29.7476 16.3201 22.1939 -0.51 -0.14 -0.94
H 28.9244 15.8210 23.5759 0.17 -0.36 0.40
H 30.8597 14.3862 22.0873 -0.03 -0.30 -0.60
H 29.3853 13.3815 22.0130 -0.21 0.13 0.13
H 31.0138 13.2059 23.8374 0.03 -0.09 0.06
H 27.4061 14.6092 22.3815 0.04 0.01 0.16
```
Positions in Å, forces in eV/Å.